170
Properties=species:S:1:pos:R:3:lowdin_charge:R:1 method="wB97M-V/def2-TZVPD" orbital_gap_ev=9.987 de_lowest_kj_mol=355.36 charge=0 e_tot_ev=-106516.4949 homo_energy_ev=-9.9 lumo_ev=0.13
C -4.59492 1.57530 -0.53060 -0.24
C -4.79670 0.53169 -1.67872 -0.22
O -5.80418 -0.40115 -1.39362 -0.07
O -4.21995 0.86350 0.57551 -0.06
H -5.50324 2.14986 -0.34913 0.12
H -3.74441 2.20170 -0.79959 0.11
H -3.90432 -0.08772 -1.76866 0.11
H -4.91966 0.97141 -2.66849 0.12
H -6.55407 0.02757 -0.97474 0.11
H -4.95639 0.28070 0.77448 0.08
C 4.56656 -5.63601 -2.34489 -0.25
C 3.50557 -4.99649 -3.17459 -0.26
O 3.53526 -5.35192 -4.54898 -0.05
O 5.85200 -5.17632 -2.67055 -0.06
H 4.53665 -6.72178 -2.43598 0.13
H 4.43545 -5.29511 -1.31791 0.10
H 3.54246 -3.91288 -3.06256 0.11
H 2.57145 -5.29071 -2.69610 0.11
H 2.60765 -5.42172 -4.78618 0.03
H 6.22306 -5.65221 -3.41717 0.09
C -4.70242 0.59425 4.33446 -0.20
C -5.85999 -0.40010 4.25073 -0.26
O -7.03474 0.23155 4.64841 -0.05
O -4.50654 0.98330 5.74136 -0.09
H -4.79111 1.54384 3.80670 0.12
H -3.74282 0.13629 4.09464 0.10
H -5.63096 -1.26799 4.86911 0.12
H -6.02493 -0.70504 3.21734 0.11
H -7.07161 0.27474 5.60673 0.09
H -4.17779 0.18877 6.16829 0.07
C 2.19844 3.47057 6.29522 -0.29
C 2.07570 2.71668 7.58584 -0.26
O 2.65707 1.42458 7.54442 -0.06
O 3.47785 3.81201 5.90911 -0.03
H 1.50690 4.30924 6.37585 0.12
H 1.80479 2.84930 5.49075 0.11
H 1.03251 2.57711 7.86935 0.12
H 2.47211 3.29408 8.42105 0.12
H 2.38381 0.95186 8.33401 0.09
H 3.93838 3.00166 6.13896 0.09
C -3.88858 -3.74149 -1.55614 -0.15
C -4.07064 -3.20251 -2.98813 -0.29
O -5.27791 -2.57491 -3.08906 -0.05
O -4.65834 -4.99956 -1.47646 -0.09
H -4.26253 -2.99604 -0.85432 0.12
H -2.88731 -4.10449 -1.32423 0.11
H -4.09546 -3.86390 -3.85418 0.13
H -3.27063 -2.47369 -3.11817 0.09
H -5.31512 -1.80244 -2.52030 0.03
H -4.47023 -5.48523 -2.28291 0.08
C 2.91996 -0.82642 -2.23521 -0.16
C 2.15953 0.38682 -2.72117 -0.21
O 2.13683 1.46263 -1.81755 -0.08
O 2.22655 -1.33996 -1.08553 -0.11
H 3.93003 -0.63202 -1.87452 0.13
H 2.89594 -1.70057 -2.88589 0.11
H 1.11465 0.11074 -2.86294 0.12
H 2.51950 0.66623 -3.71134 0.13
H 1.67200 1.10741 -1.05638 0.05
H 2.69169 -2.11182 -0.75465 0.05
C 1.80847 3.53671 2.20807 -0.17
C 2.12629 4.12309 0.86587 -0.24
O 1.33245 5.19741 0.51559 -0.05
O 0.60502 2.80062 2.06994 -0.08
H 1.67041 4.32421 2.94896 0.13
H 2.60150 2.88071 2.56705 0.13
H 2.17865 3.34726 0.10201 0.11
H 3.08453 4.63916 0.92561 0.12
H 1.80966 5.79930 -0.06027 0.11
H -0.13911 3.35334 1.82021 0.05
C -1.76519 -0.45646 -5.05041 -0.20
C -3.04005 -0.98899 -5.63704 -0.23
O -3.25115 -0.69589 -7.04087 -0.06
O -0.56205 -1.21072 -5.45567 -0.08
H -1.74563 -0.50069 -3.96148 0.10
H -1.65397 0.62279 -5.15504 0.11
H -3.97352 -0.75228 -5.12647 0.12
H -3.12847 -2.05749 -5.44062 0.10
H -3.03239 -1.45861 -7.58123 0.08
H -0.55401 -1.32092 -6.40930 0.08
C -2.82991 -7.68478 2.77991 -0.27
C -3.24024 -6.38188 2.11269 -0.28
O -4.38947 -6.50672 1.31683 -0.05
O -1.71944 -7.39546 3.55453 -0.05
H -2.68915 -8.44495 2.01152 0.13
H -3.67082 -7.88149 3.44496 0.12
H -2.34937 -6.20631 1.50967 0.12
H -3.34557 -5.52479 2.77783 0.12
H -4.43335 -5.79618 0.67278 0.05
H -1.99700 -6.69513 4.14959 0.09
C 5.57469 2.69046 1.11377 -0.24
C 6.43187 3.56452 0.19203 -0.24
O 5.71100 4.71658 -0.20042 -0.08
O 5.53289 3.23516 2.42117 -0.07
H 6.08975 1.74497 1.28367 0.12
H 4.59949 2.58440 0.63854 0.10
H 6.69028 2.93419 -0.65885 0.11
H 7.37494 3.93758 0.59144 0.12
H 5.17084 4.38935 -0.92344 0.03
H 5.23398 4.14406 2.34260 0.08
C 4.27597 -2.75128 1.58997 -0.18
C 3.42060 -1.56015 2.10337 -0.20
O 2.01722 -1.73678 2.01648 -0.06
O 4.09059 -3.01732 0.19458 -0.09
H 3.97900 -3.63605 2.15308 0.12
H 5.33756 -2.54742 1.72981 0.12
H 3.72519 -0.58093 1.73395 0.12
H 3.70523 -1.54913 3.15549 0.12
H 1.66591 -1.39220 1.19220 0.06
H 4.72485 -3.64807 -0.15395 0.08
C -0.62655 3.11219 -2.61100 -0.25
C -0.57312 4.66249 -2.75619 -0.25
O -0.70201 5.13696 -4.06111 -0.05
O -1.85610 2.59620 -2.92398 -0.06
H -0.37433 2.70113 -1.63349 0.10
H 0.05371 2.63066 -3.31348 0.12
H 0.23858 5.06929 -2.15307 0.09
H -1.44172 5.15478 -2.31883 0.12
H -0.69580 6.09692 -4.05373 0.10
H -2.00965 2.83271 -3.84164 0.09
C -0.90170 0.36246 0.16153 -0.21
C -1.23801 -1.12858 0.00304 -0.25
O -0.58221 -1.67924 -1.04779 -0.05
O 0.45811 0.63438 0.36614 -0.07
H -1.39261 0.69519 1.07608 0.11
H -1.36526 0.97680 -0.61036 0.10
H -2.30895 -1.26523 -0.14701 0.11
H -1.06733 -1.64556 0.94734 0.12
H 0.32578 -1.38413 -0.94755 0.04
H 0.48324 1.27096 1.08430 0.04
C 3.72427 4.58831 -4.45636 -0.18
C 3.26649 4.55330 -3.00894 -0.27
O 3.90134 3.64526 -2.16364 -0.06
O 5.11937 5.05066 -4.50403 -0.09
H 3.10203 5.36291 -4.90457 0.12
H 3.78149 3.63525 -4.98221 0.12
H 2.18504 4.43848 -3.08222 0.10
H 3.22537 5.56843 -2.61407 0.13
H 3.22322 2.98765 -1.99250 0.04
H 5.69879 4.49101 -3.98184 0.07
C -2.19809 4.43842 1.09258 -0.22
C -2.75826 4.26688 2.48100 -0.23
O -1.89747 3.55044 3.33582 -0.05
O -1.26334 5.55028 0.90167 -0.08
H -2.93776 4.70864 0.33893 0.12
H -1.73779 3.51221 0.74855 0.10
H -3.78429 3.89917 2.46959 0.12
H -2.82213 5.30884 2.79464 0.12
H -1.27047 4.18971 3.68192 0.09
H -0.39235 5.18989 0.71978 0.01
C -0.36325 -0.01541 4.05549 -0.19
C -1.04642 0.43498 5.40397 -0.20
O -1.14636 -0.60595 6.39418 -0.07
O 0.90126 -0.63856 4.37231 -0.09
H -0.08727 0.77369 3.35602 0.09
H -0.96600 -0.77376 3.55580 0.11
H -2.04348 0.82936 5.20798 0.09
H -0.40058 1.15636 5.90456 0.10
H -0.30108 -1.03724 6.24897 0.06
H 1.27194 -0.93862 3.53915 0.02
C 0.07538 -3.81630 -3.58964 -0.19
C -0.31770 -5.04015 -4.56354 -0.22
O 0.80281 -5.74390 -4.97239 -0.06
O 0.30505 -4.26175 -2.24381 -0.07
H -0.63379 -2.99088 -3.65173 0.08
H 0.94095 -3.36015 -4.07006 0.10
H -0.87060 -4.65317 -5.41949 0.10
H -1.07100 -5.66014 -4.07750 0.11
H 0.54126 -6.64149 -5.19039 0.11
H 0.30761 -3.49310 -1.66868 0.04